1.
A structure of composition C22H29N3Ti in a non-equilibrium geometry, computed with ωB97M-V/def2-TZVPD.

- E_LUMO: -8.328 eV
- Gap between HOMO and LUMO: 4.55 eV
- 2S+1: 1
- E: -50852.834 eV
- Charge: +2
- HOMO level: -0.473 Eh
- Energy above the lowest of the compared OMol25 structures with the same formula, charge and spin: 0.496 eV

Each line ends with the Löwdin charge.
Geometry (Å):
C -5.458 0.290 0.346  -0.171
C -5.465 1.586 -0.458  -0.171
H -5.652 -0.573 -0.296  0.065
H -6.240 0.306 1.110  0.071
H -4.503 0.128 0.851  0.034
H -4.605 1.655 -1.127  0.047
H -6.367 1.653 -1.072  0.071
H -5.457 2.461 0.197  0.065
C 0.909 -2.923 0.044  -0.052
C 1.817 -3.949 -0.175  0.015
C 2.920 -3.729 -1.011  0.028
C 3.104 -2.481 -1.597  0.047
H 0.052 -2.999 0.713  0.137
H 1.668 -4.905 0.324  0.136
H 3.662 -4.506 -1.167  0.139
H 3.996 -2.227 -2.182  0.131
N 1.060 -1.719 -0.571  -0.038
C 2.171 -1.468 -1.349  -0.189
C 2.367 -0.079 -1.750  -0.171
N 1.468 0.829 -1.225  -0.023
C 1.526 2.133 -1.606  -0.039
C 3.490 1.708 -2.930  0.033
C 2.508 2.585 -2.473  0.015
H 0.724 2.761 -1.222  0.117
H 2.485 3.625 -2.788  0.138
C 3.424 0.369 -2.556  0.052
H 4.176 -0.351 -2.866  0.126
H 4.291 2.054 -3.578  0.142
Ti 0.215 0.028 0.136  1.270
C -1.079 1.615 0.209  -0.195
H -1.313 1.824 -0.848  0.032
H -0.512 2.472 0.614  0.036
H -2.015 1.501 0.766  0.022
C -1.968 1.091 5.444  -0.085
N -1.442 1.308 4.130  -0.283
C -1.062 2.640 3.772  -0.067
C -1.094 0.165 3.298  -0.165
C 0.388 -0.019 3.216  -0.210
C 1.085 -0.104 4.428  0.009
C 2.474 -0.238 4.438  -0.013
C 3.165 -0.344 3.226  -0.044
C 2.483 -0.193 2.006  -0.103
C 1.094 -0.060 1.997  -0.182
H -2.724 1.867 5.649  0.097
H -1.199 1.172 6.237  0.086
H -2.419 0.091 5.505  0.094
H -0.035 2.901 4.085  0.093
H -1.140 2.796 2.689  0.062
H -1.741 3.328 4.300  0.100
H -1.552 -0.721 3.778  0.141
H -1.559 0.269 2.300  0.076
H 0.536 -0.034 5.375  0.127
H 3.007 -0.276 5.392  0.130
H 4.234 -0.547 3.228  0.119
H 3.064 -0.172 1.081  0.097

Force components x, y, z for each atom (eV/Å):
C -0.1989 0.0261 -0.0806
C -0.1360 0.0200 0.0517
H 0.0650 0.0262 0.0510
H 0.1133 -0.0451 -0.0538
H 0.0455 -0.0041 0.0840
H -0.0061 0.0015 -0.0485
H 0.1234 0.0187 0.0570
H 0.0531 -0.0440 -0.0488
C 0.4227 0.6131 -0.8539
C 0.0150 -0.0483 0.0542
C -0.2959 0.1025 0.2063
C -0.2011 0.8688 0.1060
H 0.1990 -0.2562 -0.1992
H 0.0857 0.2207 -0.1413
H -0.1718 0.0120 0.0109
H -0.4335 -0.4644 0.2568
N 0.7179 -0.9442 -0.6497
C -0.2818 -1.5937 0.8351
C 0.3049 1.6748 -0.2830
N 0.8967 -0.0893 -1.0341
C 0.0823 -0.6690 -0.0753
C -0.2199 -0.1346 0.2591
C -0.2001 0.2481 0.0004
H 0.4046 0.0417 -0.1006
H 0.0884 -0.2004 0.1005
C -0.6079 -0.4895 0.4615
H -0.1510 0.2981 -0.1770
H -0.1423 -0.0214 0.1021
Ti 0.3863 1.3021 3.0349
C -0.2959 -0.3274 -0.7666
H -0.1916 0.0756 0.1382
H -0.0257 -0.3459 0.0435
H 0.1192 0.0941 -0.1945
C -0.0574 0.1924 0.5408
N -0.4308 -1.1135 -0.9908
C 0.2613 0.2340 0.2317
C -0.7317 0.6043 0.9890
C 0.2851 -0.1428 0.1199
C 0.3163 0.1538 -0.0516
C -0.3591 -0.2045 -0.1416
C -0.1485 0.1595 -0.6005
C 0.9537 -0.2963 0.6300
C -0.8207 0.3684 -0.7568
H 0.1151 -0.4371 0.0967
H -0.2126 -0.0552 -0.1031
H -0.0086 0.3676 0.0774
H -0.0980 0.0175 -0.0937
H -0.0787 0.0715 0.2487
H 0.2268 -0.0586 -0.3925
H 0.2051 0.3272 -0.3347
H 0.1770 -0.1612 0.0825
H 0.2233 -0.0329 -0.4886
H -0.1419 -0.0822 -0.3949
H -0.1745 0.2651 -0.0377
H -0.0648 -0.1434 0.2233



2.
An isolated molecule of C22H29N5O2 in a non-equilibrium geometry, computed with ωB97M-V/def2-TZVPD.

- E_LUMO: -0.039 eV
- Gap between HOMO and LUMO: 8.14 eV
- SMILES string: CCCCCCOC(=O)[C@@H](C#N)c1nc2ccccc2nc1N1CCN(C)CC1
- 2S+1: 1
- E: -34830.348 eV
- HOMO level: -0.301 Eh
- Energy above the lowest of the compared OMol25 structures with the same formula, charge and spin: 2.106 eV

Each line ends with the Löwdin charge.
Geometry (Å):
C -7.755 -2.215 0.692  -0.115
C -7.312 -0.774 0.463  -0.271
C -6.048 -0.660 -0.391  -0.229
C -4.803 -1.214 0.299  -0.219
C -3.549 -0.978 -0.539  -0.176
C -2.315 -1.552 0.138  -0.159
H -2.402 -2.636 0.273  0.141
H -2.149 -1.098 1.121  0.136
O -1.180 -1.284 -0.693  0.012
C 0.018 -1.485 -0.159  -0.491
O 0.222 -1.883 0.954  0.148
C 1.115 -1.167 -1.187  -0.131
C 0.777 -0.023 -1.991  -0.180
N 0.522 0.887 -2.634  0.206
C 2.488 -1.053 -0.549  -0.143
N 3.184 -2.147 -0.653  0.195
C 4.464 -2.169 -0.224  -0.209
C 5.220 -3.352 -0.284  -0.017
C 6.536 -3.327 0.090  -0.086
C 7.136 -2.133 0.522  -0.081
C 6.422 -0.967 0.587  -0.016
C 5.061 -0.964 0.227  -0.208
N 4.335 0.162 0.325  0.185
C 3.051 0.148 0.010  -0.197
N 2.390 1.340 0.108  -0.062
C 1.071 1.482 0.687  -0.120
C 0.380 2.721 0.125  -0.183
N 1.182 3.897 0.406  -0.231
C 0.524 5.109 -0.031  -0.103
H -0.431 5.201 0.485  0.082
H 0.340 5.125 -1.116  0.089
H 1.145 5.964 0.231  0.083
C 2.488 3.740 -0.205  -0.184
C 3.190 2.520 0.381  -0.142
H 4.170 2.385 -0.075  0.116
H 3.320 2.653 1.462  0.132
H 3.082 4.631 0.006  0.122
H 2.409 3.620 -1.301  0.131
H -0.592 2.837 0.611  0.125
H 0.219 2.588 -0.959  0.098
H 0.459 0.605 0.495  0.096
H 1.169 1.598 1.777  0.141
H 6.866 -0.044 0.927  0.111
H 8.178 -2.143 0.808  0.102
H 7.127 -4.230 0.053  0.101
H 4.737 -4.256 -0.620  0.111
H 1.159 -2.047 -1.846  0.173
H -3.398 0.092 -0.696  0.123
H -3.662 -1.444 -1.519  0.124
H -4.685 -0.732 1.272  0.122
H -4.920 -2.285 0.469  0.110
H -6.203 -1.188 -1.335  0.114
H -5.879 0.393 -0.627  0.112
H -8.118 -0.234 -0.039  0.103
H -7.140 -0.290 1.426  0.105
H -8.702 -2.236 1.225  0.068
H -7.024 -2.761 1.281  0.063
H -7.886 -2.728 -0.259  0.074

Force components x, y, z for each atom (eV/Å):
C 0.0196 0.2485 0.0542
C 0.0419 -0.1098 -0.2261
C -0.0334 0.0022 0.3793
C 0.0632 0.1269 -0.3722
C 0.2718 -0.1909 0.2284
C -0.4523 -0.0298 0.3038
H 0.0368 0.1215 0.0213
H -0.0139 -0.0849 -0.1246
O 0.0697 0.1083 -0.3190
C -0.0485 -0.1713 0.0976
O 0.0908 -0.0027 -0.1249
C 0.1151 -0.5112 0.6130
C -0.1531 0.2826 -0.4007
N -0.1039 0.2771 -0.3585
C 0.0177 -0.4559 -0.1877
N -0.3501 -0.0373 0.0024
C 0.3454 0.5467 0.1882
C 0.2270 -0.0536 0.0509
C -0.2042 -0.2583 -0.0953
C 0.0329 0.2825 0.0589
C 0.1339 -0.1480 0.0283
C -0.2405 -0.6198 -0.2206
N -0.5330 0.1562 0.1214
C 1.0064 -0.0810 0.1447
N -0.0995 0.2178 -0.1444
C -0.4153 0.0831 0.0050
C -0.0186 -0.1612 0.0540
N 0.0331 -0.0050 0.0292
C 0.0175 -0.0583 0.0218
H -0.0619 0.0720 -0.0147
H -0.0130 0.0134 -0.0357
H -0.0211 0.0867 -0.0187
C 0.1054 -0.1199 0.2050
C 0.1687 0.3733 -0.3396
H -0.1141 0.1110 0.0994
H 0.0747 -0.0103 -0.0226
H 0.0170 -0.0194 -0.0328
H 0.0326 0.0349 0.0329
H -0.0008 -0.0322 -0.0117
H -0.0114 0.0421 0.1618
H 0.0357 0.1095 0.0868
H -0.0792 -0.0962 -0.0603
H 0.0434 0.0974 0.0287
H 0.0722 0.0270 0.0228
H 0.0188 -0.0766 -0.0104
H -0.0465 -0.0862 -0.0602
H 0.0414 0.1694 0.1518
H -0.0059 0.0373 -0.0534
H -0.0168 0.0309 -0.0756
H -0.0172 -0.0259 0.1082
H -0.0082 -0.0686 0.1049
H 0.0050 0.0215 -0.1082
H 0.0357 0.0178 -0.0922
H -0.0133 0.0644 0.0749
H -0.0367 0.0985 0.0158
H -0.0771 -0.0968 0.0521
H 0.0419 -0.1353 0.0558
H -0.0256 -0.1137 -0.0932



3.
A structure of composition C22H29OOs in a non-equilibrium geometry, computed with ωB97M-V/def2-TZVPD.

- E_LUMO (spin up / spin down): -3.215 / -6.552 eV
- <S²>: 6.0711
- Gap between HOMO and LUMO (spin up / spin down): 6.17 / 5.53 eV
- 2S+1: 5
- E: -27786.278 eV
- Charge: +1
- HOMO level (spin up / spin down): -0.345 / -0.444 Eh

Each line ends with the Mulliken spin population.
Geometry (Å):
C 1.049 2.162 -0.514  0.332
C -0.170 2.362 0.350  -0.017
C -1.328 2.076 -0.455  0.267
C -0.913 1.718 -1.738  0.059
C 0.490 1.776 -1.805  0.359
Os 0.651 0.440 0.441  0.973
C 1.027 -2.710 0.371  0.307
C 2.090 -1.674 0.292  0.349
H 3.051 -1.895 0.897  -0.010
C 2.110 -0.522 -0.614  -0.044
H 1.907 -0.620 -1.686  0.014
H 2.973 0.151 -0.447  0.020
C 1.528 -4.144 0.651  0.030
H 2.276 -4.158 1.451  0.000
H 0.699 -4.813 0.970  -0.003
H 2.018 -4.593 -0.245  -0.001
C 0.071 -2.658 -0.828  0.033
H -0.341 -1.659 -0.956  -0.011
H 0.632 -2.900 -1.740  -0.001
H -0.749 -3.378 -0.705  0.005
C -0.203 3.271 1.520  0.013
H 0.771 3.418 1.982  -0.004
H -0.574 4.261 1.239  0.002
H -0.866 2.900 2.314  0.000
C -2.722 2.377 -0.045  -0.017
H -2.870 2.182 1.016  0.011
H -2.964 3.428 -0.206  0.027
H -3.451 1.798 -0.617  0.003
C -1.821 1.396 -2.883  0.011
H -2.672 0.769 -2.577  0.000
H -2.248 2.313 -3.304  -0.001
H -1.293 0.890 -3.699  -0.002
C 1.308 1.653 -3.047  -0.021
H 1.050 0.768 -3.654  0.010
H 1.171 2.527 -3.707  0.020
H 2.383 1.597 -2.832  0.001
C 2.313 2.958 -0.376  -0.019
H 3.019 2.670 -1.141  0.001
H 2.148 4.036 -0.456  0.016
H 2.762 2.765 0.584  0.016
C -0.698 -1.007 1.396  0.650
C -0.060 -2.240 1.811  -0.035
C -2.067 -0.975 1.131  -0.118
C -0.970 -3.204 2.478  0.324
H 0.875 -1.906 2.372  0.087
C -2.903 -1.986 1.664  0.352
H -2.489 -0.172 0.569  -0.003
C -2.354 -3.096 2.368  -0.055
H -0.482 -4.034 3.018  0.012
H -3.939 -1.846 1.550  0.024
H -3.010 -3.850 2.792  0.003
O 2.193 0.750 3.028  0.057
C 1.586 0.627 2.025  -0.022

Force components x, y, z for each atom (eV/Å):
C -1.6673 3.2823 -0.6541
C 1.8180 0.2994 -0.3573
C -0.8027 0.6487 -0.0151
C 0.4003 -0.8007 -0.4183
C 0.0001 -0.1621 -0.9674
Os -1.2207 -1.8634 3.6654
C -1.3874 -0.6367 -0.1342
C 1.2726 -0.0085 -0.1106
H -1.8260 0.7952 -0.5582
C 1.9609 -1.0659 -0.0676
H -0.3982 -0.2142 0.3634
H 0.0188 -0.7696 -0.3341
C 0.0322 -0.0117 -0.0485
H -0.1037 0.0810 -0.0345
H 0.4463 0.5101 -0.3665
H -0.4269 0.3911 0.4971
C 0.5794 -0.4605 -0.0226
H -0.1823 -0.0593 -0.1115
H -0.1858 -0.0883 0.0685
H 0.1868 0.2242 -0.0364
C -0.3333 0.2266 0.9043
H 0.1304 -0.0662 -0.0891
H -0.0003 -0.0212 -0.0921
H 0.0968 0.0700 -0.1841
C -0.1778 -0.2169 0.0584
H -0.0817 -0.0293 0.0885
H 0.0399 0.1523 -0.0343
H 0.0794 0.0318 0.0708
C -0.1336 -0.2039 -0.1288
H 0.2991 0.1553 -0.0426
H 0.0681 -0.0246 0.0971
H -0.0901 0.0692 0.2302
C 0.1867 -0.3254 -0.4523
H 0.0223 0.2923 0.2536
H -0.0273 -0.2208 0.2664
H -0.2813 -0.0299 -0.0169
C -0.1489 -0.3981 0.0048
H 0.3013 -0.0247 -0.1542
H -0.2125 -0.0784 -0.0391
H 0.3332 0.0790 0.4479
C -1.9098 0.1596 -2.2932
C 2.6088 1.2439 0.5963
C 1.1537 -0.7821 1.1740
C 0.0978 -0.5100 -0.4288
H -1.2041 -1.1033 0.2630
C 1.3472 0.0127 0.2714
H -0.3199 0.4135 -0.2354
C 1.0812 0.6607 -0.5338
H -0.5228 0.5098 -0.2439
H -1.2097 -0.2037 -0.1008
H 0.1688 0.1600 0.0190
O -1.9385 -0.3127 -3.1235
C 2.0625 0.2236 3.0898